[1]
Below is C5H10CeO3 as an isolated structure, with properties calculated with the ωB97M-V functional and the def2-TZVPD basis.

Last column: Löwdin charge in e.
Geometry (Å):
1 C -1.830 -0.355 -2.450  -0.09
2 O -1.518 -1.407 -1.576  -0.29
3 C -0.140 -1.703 -1.410  -0.27
4 H -2.824 0.014 -2.167  0.12
5 H -1.106 0.476 -2.410  0.11
6 H -1.855 -0.712 -3.498  0.08
7 H -0.009 -2.476 -0.638  0.07
8 H 0.558 -0.895 -1.704  0.07
9 Ce -0.147 -3.501 -3.535  1.69
10 O 1.482 3.144 3.219  0.12
11 C 1.092 2.035 2.950  -0.21
12 C 1.721 1.188 1.861  -0.14
13 O 1.103 -0.067 1.730  -0.07
14 C -0.027 -0.126 0.960  0.12
15 H 0.270 1.548 3.524  0.15
16 H 2.773 1.016 2.135  0.16
17 H 1.708 1.753 0.913  0.15
18 H -0.783 -0.772 1.412  0.12
19 H -0.469 0.840 0.684  0.12

Values from the calculation:
electronic energy: -24393.6711 eV
gap between HOMO and LUMO (alpha / beta): 0.19316 / 0.24111 hartree
charge: +2
E_LUMO (alpha / beta): -9.1337 / -8.6252 eV
HOMO energy (alpha / beta): -0.529 / -0.558 Ha
2S+1: 3

=====

[2]
Below is a 5-piece molecular cluster, C5H10Cl10 overall, with properties calculated with the ωB97M-V functional and the def2-TZVPD basis.

Last column: Löwdin charge in e.
Geometry (Å):
1 C 4.112 -0.294 1.263  -1.09
2 Cl 5.596 0.398 0.654  0.48
3 Cl 3.393 0.596 2.646  0.41
4 H 3.402 -0.528 0.470  -0.06
5 H 4.306 -1.280 1.684  0.02
6 C -5.363 0.449 -2.139  -1.01
7 Cl -3.885 -0.053 -1.183  0.36
8 Cl -4.954 1.950 -2.952  0.40
9 H -5.726 -0.288 -2.856  0.02
10 H -6.134 0.684 -1.406  0.01
11 C 2.671 -1.006 -3.071  -1.05
12 Cl 2.992 -1.845 -4.575  0.49
13 Cl 4.189 -0.486 -2.282  0.48
14 H 2.036 -0.147 -3.287  0.02
15 H 2.131 -1.724 -2.454  -0.03
16 C -1.009 2.248 3.487  -1.08
17 Cl -0.375 1.726 1.888  0.42
18 Cl -1.526 0.889 4.491  0.44
19 H -0.227 2.790 4.017  0.01
20 H -1.918 2.842 3.394  0.00
21 C -0.800 -1.289 0.525  -1.08
22 Cl -1.806 -2.676 0.010  0.43
23 Cl 0.894 -1.389 -0.057  0.47
24 H -1.221 -0.369 0.121  -0.05
25 H -0.778 -1.196 1.611  -0.01

Values from the calculation:
electronic energy: -130570.4064 eV
gap between HOMO and LUMO (alpha / beta): 0.06950 / 0.38955 hartree
charge: -1
E_LUMO (alpha / beta): 2.5844 / 2.5394 eV
HOMO energy (alpha / beta): 0.025 / -0.296 Ha
2S+1: 2

=====

[3]
Below is one molecule with the formula C5H10Cl2O, with properties calculated with the ωB97M-V functional and the def2-TZVPD basis.

Last column: Löwdin charge in e.
Geometry (Å):
1 C -0.912 -2.052 -1.386  -0.11
2 C -0.266 -0.685 -1.243  -0.60
3 C -0.485 -0.142 0.229  -0.69
4 C -1.898 -0.199 0.700  -0.06
5 C -0.104 1.365 0.196  -0.49
6 H -0.809 -2.335 -2.377  0.05
7 H -0.485 -2.762 -0.660  0.10
8 H -1.979 -1.966 -1.112  0.08
9 H -0.706 0.068 -1.902  0.11
10 H -2.032 0.422 1.551  0.06
11 H -2.121 -1.204 1.094  0.10
12 H -2.681 0.128 -0.026  0.12
13 H 1.270 -0.632 0.916  0.10
14 H -0.900 2.040 -0.199  0.09
15 H 0.787 1.495 -0.401  0.05
16 O 0.324 -0.794 1.182  -0.06
17 Cl 1.515 -0.777 -1.715  0.60
18 Cl 0.194 2.034 1.873  0.56

Values from the calculation:
electronic energy: -32439.6595 eV
gap between HOMO and LUMO: 0.41143 hartree
charge: 0
E_LUMO: 0.7200 eV
HOMO energy: -0.385 Ha
2S+1: 1

=====

Record-wise ΔE to the lowest compared entry with this formula, charge and spin values, in kJ/mol: 550.7, 5.4, 15.2